DFT (ωB97M-V/def2-TZVPD) results for C20H51N3O8Zn as an isolated structure.

Positions of all 83 atoms, in Å:
Zn 0.65 0.18 -0.39
C 1.74 2.66 0.60
C 1.34 1.92 1.82
O 0.26 1.11 1.41
O 2.13 1.66 -0.40
H 2.57 3.33 0.90
H 0.89 3.30 0.27
H 1.01 2.72 2.53
H 2.27 1.35 2.19
H -0.42 1.46 1.96
H 3.10 1.50 -0.30
C -1.35 -3.30 -1.03
O -1.10 -2.21 -0.12
C -0.96 -2.78 1.15
C -1.38 -1.85 2.22
N -1.50 -2.51 3.48
C -2.28 -1.68 4.44
C -1.36 -0.69 5.10
O -1.18 0.53 4.36
C -0.22 1.36 4.98
H -2.06 -4.09 -0.72
H -0.42 -3.86 -1.30
H -1.83 -2.88 -1.89
H 0.03 -3.24 1.32
H -1.60 -3.61 1.35
H -2.33 -1.52 1.88
H -0.70 -1.04 2.36
H -0.51 -2.58 3.88
H -2.70 -2.19 5.36
H -3.17 -1.16 4.07
H -0.39 -1.14 5.39
H -1.85 -0.56 6.07
H 0.77 1.00 4.69
H -0.28 1.45 6.09
H -0.36 2.34 4.55
C 0.96 5.13 -1.87
O 0.20 3.97 -2.00
C 0.67 2.97 -3.02
C -0.43 1.91 -2.97
N -0.53 1.35 -1.60
C -1.79 0.57 -1.56
C -2.72 1.12 -0.49
O -2.34 0.56 0.72
C -3.33 1.06 1.65
H 0.91 5.74 -2.74
H 1.98 4.87 -1.71
H 0.51 5.77 -1.05
H 1.63 2.64 -2.64
H 0.78 3.43 -3.99
H -0.22 1.09 -3.72
H -1.36 2.43 -3.20
H -0.74 2.26 -1.20
H -1.63 -0.52 -1.58
H -2.41 0.59 -2.42
H -3.78 1.00 -0.66
H -2.50 2.19 -0.34
H -3.01 0.92 2.70
H -4.19 0.32 1.60
H -3.75 2.05 1.54
C 0.77 -1.96 -6.02
O -0.16 -1.41 -5.15
C 0.05 -1.71 -3.78
C 1.31 -1.19 -3.20
N 1.38 -1.36 -1.76
C 2.79 -1.06 -1.34
C 2.96 -1.57 0.06
O 1.89 -1.04 0.83
C 2.04 -1.57 2.11
H 0.50 -2.98 -6.20
H 1.81 -1.93 -5.63
H 0.65 -1.36 -6.94
H 0.11 -2.82 -3.63
H -0.76 -1.41 -3.18
H 1.51 -0.18 -3.41
H 2.11 -1.77 -3.64
H 1.29 -2.40 -1.60
H 3.14 -0.09 -1.54
H 3.50 -1.64 -1.89
H 3.89 -1.24 0.51
H 2.96 -2.63 0.09
H 2.39 -2.60 2.19
H 1.25 -1.35 2.77
H 2.88 -1.13 2.69

## Properties
**E_tot**: -3337.416174 Ha
**Energy above the lowest of the compared OMol25 structures with the same formula, charge and spin**: 0.6 kcal per mole
**Multiplicity**: 1
**Orbital gap**: 8.45 eV
**Net charge**: +2


DFT (ωB97M-V/def2-TZVPD) results for a 6-piece molecular cluster, C20H52BrNO6P overall.

Positions of all 81 atoms, in Å:
C 2.99 5.43 1.11
C 3.04 4.00 0.56
C 2.63 2.92 1.58
C 1.42 2.06 1.18
N 0.42 2.75 0.38
C -0.58 3.47 1.21
P -1.46 4.53 0.16
O -0.40 5.63 -0.60
Br -2.44 5.89 1.74
H 3.17 5.44 2.18
H 2.02 5.89 0.92
H 3.74 6.06 0.64
H 4.06 3.81 0.23
H 2.39 3.92 -0.31
H 3.47 2.24 1.72
H 2.46 3.39 2.55
H 1.75 1.18 0.63
H 0.95 1.70 2.11
H -0.07 2.01 -0.10
H -0.08 4.01 2.02
H -0.01 6.22 0.05
C -2.02 -0.73 2.27
C -1.83 -0.36 0.81
C -2.55 -1.31 -0.14
O -0.43 -0.33 0.51
H -1.61 -1.73 2.45
H -1.48 -0.02 2.90
H -3.07 -0.72 2.55
H -2.18 0.66 0.65
H -2.16 -2.33 -0.02
H -2.39 -1.01 -1.17
H -3.62 -1.33 0.05
H -0.07 -1.21 0.66
C 4.84 -0.32 -0.98
C 4.53 -0.89 0.39
C 5.23 -2.22 0.63
O 3.12 -1.02 0.56
H 4.50 -1.00 -1.77
H 4.33 0.64 -1.12
H 5.92 -0.16 -1.11
H 4.83 -0.18 1.15
H 4.91 -2.96 -0.11
H 4.99 -2.60 1.62
H 6.32 -2.11 0.54
H 2.79 -1.64 -0.10
C -3.89 2.71 -3.16
C -2.92 1.54 -3.24
C -2.08 1.56 -4.50
O -3.65 0.30 -3.13
H -4.60 2.67 -3.99
H -4.45 2.66 -2.23
H -3.36 3.66 -3.19
H -2.27 1.56 -2.36
H -2.72 1.50 -5.39
H -1.40 0.71 -4.52
H -1.49 2.47 -4.56
H -4.24 0.26 -3.89
C -1.51 -3.27 -3.49
C -2.90 -3.81 -3.79
C -3.29 -3.56 -5.24
O -3.85 -3.25 -2.90
H -1.50 -2.19 -3.64
H -1.24 -3.46 -2.45
H -0.75 -3.71 -4.14
H -2.93 -4.89 -3.59
H -3.31 -2.48 -5.44
H -4.29 -3.95 -5.43
H -2.59 -4.03 -5.93
H -3.83 -2.29 -3.01
C 0.35 -4.16 6.05
C 0.75 -3.48 4.74
C 1.09 -2.01 4.94
O -0.28 -3.62 3.77
H -0.54 -3.67 6.47
H 0.11 -5.21 5.88
H 1.15 -4.09 6.79
H 1.61 -4.00 4.32
H 0.23 -1.47 5.33
H 1.38 -1.55 4.00
H 1.91 -1.89 5.65
H -1.07 -3.17 4.10

## Properties
**E_tot**: -4214.787365 Ha
**Multiplicity**: 1
**Orbital gap**: 4.46 eV
**Net charge**: -1


DFT (ωB97M-V/def2-TZVPD) results for C20H52N5Na3O8 as an isolated structure.

Positions of all 88 atoms, in Å:
Na 0.10 -2.24 0.37
Na -3.28 -1.80 1.10
Na -1.07 0.67 1.57
C -1.54 0.35 -1.56
O -1.76 -0.51 -0.43
H -0.97 1.25 -1.34
H -0.91 -0.19 -2.26
H -2.50 0.63 -2.01
C 1.57 -7.44 2.30
O 0.50 -7.29 1.48
C 0.90 -7.10 0.06
C -0.41 -6.77 -0.64
N -0.83 -5.32 -0.53
C -1.97 -5.09 -1.40
C -1.77 -5.25 -2.93
O -0.87 -4.39 -3.62
C -1.36 -3.01 -3.74
H 2.54 -7.47 1.80
H 1.27 -8.41 2.71
H 1.72 -6.74 3.12
H 1.46 -7.98 -0.27
H 1.55 -6.24 -0.11
H -1.24 -7.41 -0.34
H -0.40 -7.10 -1.68
H -0.08 -4.80 -0.96
H -2.45 -4.14 -1.16
H -2.65 -5.92 -1.18
H -2.76 -5.08 -3.34
H -1.57 -6.29 -3.19
H -2.02 -2.70 -2.93
H -1.93 -2.92 -4.67
H -0.52 -2.33 -3.71
C 1.60 -0.54 -3.06
O 2.36 0.17 -2.04
C 2.77 1.46 -2.53
C 3.62 2.30 -1.47
N 4.65 1.40 -0.93
C 5.24 2.03 0.27
C 6.21 1.06 0.91
O 5.56 -0.11 1.24
C 6.48 -1.12 1.79
H 0.82 0.02 -3.57
H 1.10 -1.38 -2.59
H 2.32 -0.87 -3.80
H 1.88 1.99 -2.87
H 3.27 1.32 -3.49
H 2.94 2.75 -0.75
H 4.11 3.16 -1.92
H 5.33 1.35 -1.67
H 4.52 2.31 1.05
H 5.82 2.94 0.12
H 6.62 1.52 1.82
H 7.03 0.85 0.22
H 5.96 -2.07 1.94
H 6.84 -0.81 2.77
H 7.35 -1.36 1.17
C -4.54 5.28 3.19
O -3.28 5.09 2.58
C -3.34 3.88 1.73
C -2.06 3.62 0.81
N -0.97 3.18 1.65
C 0.38 3.41 1.05
C 0.95 4.88 0.89
O 1.04 5.72 2.03
C -0.11 6.12 2.64
H -4.70 6.33 3.45
H -4.74 4.57 4.00
H -5.35 5.18 2.47
H -4.20 4.15 1.12
H -3.40 3.00 2.36
H -1.80 4.50 0.23
H -2.27 2.88 0.04
H -1.03 3.62 2.56
H 0.44 2.85 0.12
H 1.06 2.77 1.62
H 0.29 5.31 0.14
H 1.93 4.78 0.43
H -0.23 5.83 3.68
H -1.03 5.83 2.13
H -0.15 7.21 2.68
C -5.17 1.02 0.75
O -4.40 0.39 1.44
N -4.92 1.46 -0.52
N -6.28 1.52 1.09
H -5.66 1.77 -1.13
H -4.05 1.06 -0.84
H -6.90 1.93 0.41
H -6.61 1.47 2.05

## Properties
**E_tot**: -2155.182458 Ha
**Multiplicity**: 1
**Orbital gap**: 5.36 eV
**Net charge**: +2


no.,lowest unoccupied orbital energy (eV),HOMO (eV),maximum force (eV/Å)
1,-5.11,-13.6,3.94
2,2.33,-2.1,0.70
3,-7.37,-12.7,5.98